Record 1
This record from the Open Molecules 2025 dataset describes a cluster of 10 separate species, C54H85F2N2O28P2SSi in total. The level of theory is ωB97M-V with the def2-TZVPD basis set.

Last column: Löwdin charge in e.
Element x y z (Å)
C1 -4.4443 -3.5984 -0.7833  -0.122
C2 -5.8490 -4.0841 -1.1356  -0.234
C3 -7.0105 -3.1021 -0.7989  -0.189
C4 -6.5571 -1.7010 -0.3878  -0.226
C5 -7.6855 -0.7014 -0.0868  -0.191
C6 -7.0569 0.5818 0.4862  -0.191
C7 -6.4125 1.4324 -0.6241  -0.181
C8 -4.8939 1.1968 -0.7195  -0.195
C9 -4.4868 1.2393 -2.1922  -0.161
C10 -2.9640 1.3603 -2.3904  -0.310
C11 -2.1086 0.7577 -1.2127  -0.046
C12 -0.9369 0.1140 -1.9686  -0.173
C13 0.3750 -0.2295 -1.2309  -0.476
F1 0.1591 0.0469 0.0818  0.105
F2 0.5309 -1.5768 -1.3297  0.094
C14 1.6628 0.4210 -1.7006  -0.161
C15 2.9392 -0.3883 -1.4380  -0.208
Si1 3.3328 -0.6786 0.3951  0.584
C16 2.5543 -2.2377 1.0946  -0.157
C17 5.1884 -0.9824 0.4803  -0.162
C18 2.9791 0.8335 1.4474  -0.250
C19 2.3433 0.6669 2.6907  -0.086
C20 2.0813 1.7519 3.5349  -0.071
C21 2.4611 3.0325 3.1292  -0.077
C22 3.0783 3.2250 1.8886  -0.075
C23 3.3393 2.1353 1.0583  -0.101
N1 -0.8917 0.7500 -3.3121  -0.095
P1 -0.3298 2.5583 -3.5129  0.997
C24 0.0440 3.1581 -1.8256  -0.191
O1 1.1137 2.4531 -4.2435  -0.259
C25 -2.3623 0.8219 -3.6760  -0.535
C26 -2.9310 -0.5487 -4.0901  -0.161
C27 -2.0015 -1.3448 -4.9541  -0.230
N2 -1.7035 -2.5109 -4.5701  0.140
P2 -2.7807 2.0080 -5.1325  0.397
S1 -3.5820 3.7139 -4.6493  0.189
H1 -4.3780 -3.2782 0.2530  0.068
H2 -3.7300 -4.4073 -0.9116  0.069
H3 -4.1677 -2.7572 -1.4155  0.045
H4 -6.0370 -5.0240 -0.6245  0.098
H5 -5.8886 -4.2846 -2.2031  0.095
H6 -7.6051 -2.9850 -1.7046  0.108
H7 -7.6568 -3.4999 -0.0256  0.083
H8 -5.9957 -1.3038 -1.2357  0.095
H9 -5.9309 -1.7345 0.4992  0.107
H10 -8.2481 -0.4855 -0.9929  0.114
H11 -8.3533 -1.1122 0.6646  0.083
H12 -6.3241 0.3169 1.2417  0.109
H13 -7.8691 1.1684 0.9111  0.107
H14 -6.8397 1.1246 -1.5775  0.104
H15 -6.5893 2.4926 -0.4760  0.104
H16 -4.6306 0.2181 -0.3281  0.092
H17 -4.3506 1.9467 -0.1506  0.096
H18 -4.9362 0.4098 -2.7356  0.110
H19 -4.9086 2.1488 -2.6128  0.087
H20 -2.8111 2.4383 -2.2806  0.092
H21 -1.8421 1.5188 -0.4977  0.111
H22 -2.6668 -0.0826 -0.8268  0.122
H23 -1.3425 -0.8794 -2.1564  0.144
H24 1.7966 1.4062 -1.2659  0.088
H25 1.5758 0.5605 -2.7811  0.091
H26 2.9271 -1.3374 -1.9683  0.086
H27 3.7651 0.1897 -1.8517  0.083
H28 3.0673 -3.0681 0.6113  0.040
H29 1.4873 -2.3145 0.9205  0.023
H30 2.8212 -2.2840 2.1479  0.031
H31 5.7034 -0.0464 0.2609  0.029
H32 5.5230 -1.7460 -0.2164  0.033
H33 5.4691 -1.2393 1.4986  0.039
H34 2.0517 -0.3130 3.0388  0.093
H35 1.6137 1.5769 4.4902  0.101
H36 2.2750 3.8651 3.7921  0.094
H37 3.3764 4.2202 1.5931  0.081
H38 3.8412 2.2883 0.1103  0.099
H39 -0.2977 0.2514 -3.9805  0.147
H40 -0.0329 2.4197 -1.0371  0.035
H41 -0.6249 3.9926 -1.6409  0.049
H42 1.0547 3.5659 -1.8454  0.063
H43 1.8502 2.4651 -3.6154  0.059
H44 -3.0869 -1.1377 -3.1849  0.111
H45 -3.9194 -0.4304 -4.5169  0.113
H46 -1.6172 -0.9296 -5.8904  0.088
H47 -1.0841 -2.9630 -5.2427  0.060
H48 -1.6493 2.0858 -5.9541  -0.034
H49 -3.7126 1.2778 -5.8787  0.003
C28 2.2738 -0.4699 -7.5263  -0.099
C29 1.7558 -1.0962 -8.8047  -0.092
O2 0.3361 -1.0998 -8.5807  0.084
C30 0.0492 -0.1406 -7.6914  -0.576
O3 -1.0584 0.2227 -7.4199  0.096
O4 1.1676 0.3598 -7.1282  0.053
H50 3.1682 0.1293 -7.6688  0.137
H51 2.4569 -1.2079 -6.7436  0.133
H52 1.9676 -0.4919 -9.6866  0.140
H53 2.1191 -2.1062 -8.9682  0.138
C31 -12.5937 -3.0329 2.3653  -0.112
C32 -12.2722 -1.5541 2.2940  -0.113
O5 -10.8403 -1.5549 2.3118  0.061
C33 -10.4126 -2.7570 1.8599  -0.559
O6 -9.2824 -3.0129 1.5967  0.152
O7 -11.4447 -3.6222 1.7469  0.068
H54 -13.4974 -3.3039 1.8266  0.133
H55 -12.6653 -3.3969 3.3914  0.134
H56 -12.6116 -1.0965 1.3634  0.134
H57 -12.6636 -0.9870 3.1340  0.132
C34 3.6699 -6.8267 3.0584  -0.123
C35 2.5766 -5.8463 3.4307  -0.114
O8 3.3147 -4.7736 4.0278  0.049
C36 4.5822 -4.8188 3.5476  -0.581
O9 5.3918 -3.9645 3.7114  0.155
O10 4.7917 -5.9559 2.8505  0.059
H58 3.4589 -7.3934 2.1577  0.125
H59 3.9066 -7.5209 3.8638  0.135
H60 2.0438 -5.4607 2.5587  0.126
H61 1.8577 -6.2530 4.1370  0.132
C37 -2.2884 5.0876 2.5838  -0.101
C38 -2.1632 5.0885 1.0755  -0.108
O11 -3.2171 4.1990 0.6771  0.038
C39 -4.1510 4.1817 1.6669  -0.554
O12 -5.2206 3.6765 1.5841  0.179
O13 -3.6848 4.8176 2.7671  0.042
H62 -2.0218 6.0364 3.0409  0.131
H63 -1.7113 4.2893 3.0534  0.138
H64 -2.3508 6.0709 0.6397  0.138
H65 -1.2000 4.7203 0.7297  0.119
C40 8.1923 -8.2564 0.0490  -0.102
C41 7.0185 -7.7171 -0.7392  -0.110
O14 5.9006 -8.3055 -0.0631  0.056
C42 6.2853 -8.6006 1.2032  -0.570
O15 5.5422 -8.9414 2.0668  0.151
O16 7.6161 -8.4531 1.3484  0.075
H66 9.0292 -7.5667 0.1017  0.139
H67 8.5477 -9.2126 -0.3289  0.110
H68 6.9346 -6.6306 -0.6750  0.131
H69 7.0337 -8.0132 -1.7848  0.132
C43 -4.1763 6.0707 5.6491  -0.120
C44 -5.1959 7.0150 6.2474  -0.106
O17 -4.3646 8.0407 6.8054  0.066
C45 -3.1823 8.0389 6.1469  -0.569
O18 -2.3413 8.8675 6.2535  0.169
O19 -3.0873 6.9474 5.3409  0.041
H70 -4.5285 5.5705 4.7550  0.112
H71 -3.8329 5.3226 6.3667  0.137
H72 -5.8459 7.4617 5.4933  0.135
H73 -5.8088 6.5554 7.0176  0.134
C46 4.3397 8.0639 4.9537  -0.092
C47 3.0127 7.4116 5.2849  -0.100
O20 2.4814 7.1279 3.9813  0.061
C48 3.5121 7.0514 3.1157  -0.586
O21 3.4189 6.6686 1.9898  0.132
O22 4.6587 7.4636 3.6891  0.054
H74 5.1178 7.8553 5.6818  0.137
H75 4.2573 9.1426 4.8170  0.139
H76 3.1316 6.4717 5.8259  0.133
H77 2.3393 8.0597 5.8381  0.137
C49 5.1040 9.3293 1.0263  -0.121
C50 5.7789 9.2880 -0.3276  -0.114
O23 6.4123 10.5684 -0.3939  0.060
C51 6.6037 11.0148 0.8737  -0.568
O24 7.2503 11.9635 1.1657  0.174
O25 5.9500 10.2210 1.7598  0.059
H78 5.0581 8.3623 1.5062  0.095
H79 4.0998 9.7571 0.9770  0.140
H80 6.5450 8.5126 -0.3872  0.134
H81 5.0814 9.1635 -1.1518  0.131
C52 10.2858 -13.0668 -0.2609  -0.111
C53 10.5104 -13.3272 -1.7365  -0.112
O26 10.2874 -12.0330 -2.3092  0.063
C54 10.5077 -11.1041 -1.3520  -0.577
O27 10.5688 -9.9325 -1.5470  0.152
O28 10.6472 -11.6861 -0.1402  0.063
H82 10.9066 -13.6810 0.3852  0.134
H83 9.2409 -13.1828 0.0308  0.134
H84 11.5331 -13.6364 -1.9565  0.134
H85 9.8199 -14.0537 -2.1555  0.133

## Properties
- Net charge: +1
- 2S+1: 1

Record 2
This record from the Open Molecules 2025 dataset describes a structure of composition C10H11NO2. The level of theory is ωB97M-V with the def2-TZVPD basis set.

Last column: Löwdin charge in e.
Element x y z (Å)
C1 -2.8233 -2.2153 0.0376  -0.068
C2 -3.6249 -1.0623 -0.1736  0.032
C3 -1.5641 -1.8617 0.3345  -0.074
C4 -2.7318 -0.0461 -0.1465  -0.137
C5 -2.8526 1.4246 -0.0003  -0.471
C6 1.9308 0.4475 0.4707  -0.192
C7 1.5996 1.4446 -0.6079  -0.189
C8 0.5834 0.4654 1.1874  -0.101
C9 0.2308 0.9096 -1.1579  -0.095
C10 -0.5044 0.4830 0.0726  -0.151
N1 -1.4699 -0.5333 0.1361  0.010
O1 -3.9364 1.9842 -0.0057  0.094
O2 -1.6446 1.9452 0.2484  0.054
H1 -3.0627 -3.2565 0.0738  0.098
H2 -4.6333 -1.0014 -0.2292  0.087
H3 -0.7713 -2.5110 0.4409  0.105
H4 2.0089 -0.5660 -0.0404  0.131
H5 2.8272 0.5127 1.0411  0.101
H6 1.3433 2.4225 -0.1890  0.121
H7 2.2817 1.3686 -1.4966  0.132
H8 0.3282 -0.2214 1.9644  0.102
H9 0.6531 1.4075 1.8745  0.165
H10 -0.1324 1.8296 -1.5501  0.115
H11 0.6147 0.1142 -1.7834  0.129

## Properties
- 2S+1: 1

Which HOMO level belongs to each record? In order, -10.96, -9.02 eV.
Which Kohn-Sham gap belongs to each record? In order, 8.70, 9.30 eV.
Which relative energy (zero: lowest compared OMol25 entry of this formula, charge and spin) belongs to each record? In order, 0.0, 74.3 kcal per mole.